Entry 1:
Below is a single C4H4O2 molecule in a non-equilibrium geometry, with properties calculated with ωB97M-V/def2-TZVPD.

Geometry as XYZ:
```
10
Properties=species:S:1:pos:R:3:forces:R:3:mulliken_charge:R:1
C 0.638 0.130 -0.227 0.41 -6.91 -5.43 0.569
C -0.044 1.160 0.282 -5.01 7.80 2.32 -0.045
C -0.030 -1.110 0.134 -5.22 -2.28 6.07 -0.334
C -0.908 -1.634 0.911 2.82 0.00 -3.78 -0.336
H 0.467 0.857 -1.951 0.05 -2.08 -0.27 0.363
H 1.541 0.047 0.247 3.27 0.31 0.55 0.231
H 0.075 1.027 1.414 -0.79 1.13 -0.81 0.279
H -1.630 -2.454 1.148 0.98 1.32 -0.02 0.305
O 0.556 -0.111 -1.642 1.03 4.25 -0.70 -0.503
O -0.666 2.090 -0.317 2.47 -3.54 2.08 -0.530
```
Positions in Å, forces in eV/Å.

Properties
Strongest force on any atom = 9.555 eV Å⁻¹
Multiplicity = 1
Charge = 0
SMILES = C#C[C@@H](O)C=O
ΔE to the lowest compared entry with this formula, charge and spin = 421.6 kJ/mol
LUMO = -0.084 eV

---

Entry 2:
Below is a molecular structure, C54H28F4IN9O5Ti in a non-equilibrium geometry, with properties calculated with ωB97M-V/def2-TZVPD.

Geometry as XYZ:
```
102
Properties=species:S:1:pos:R:3:forces:R:3:mulliken_charge:R:1
Ti 0.103 0.244 -0.033 -2.55 -0.57 -0.70 -2.182
O -1.361 -3.905 -1.309 -0.10 0.14 0.14 -0.675
C -0.180 -4.299 -1.791 0.39 0.07 -0.21 0.506
C -0.056 -5.642 -2.160 -0.08 -0.06 0.01 -0.686
C 1.117 -6.121 -2.706 -0.05 0.04 0.01 -0.311
C 2.201 -5.270 -2.897 0.10 -0.05 -0.04 -0.805
C 2.094 -3.944 -2.526 -0.01 -0.05 0.00 -0.697
C 0.919 -3.435 -1.973 -0.28 -0.11 0.17 -0.231
C 0.847 -2.003 -1.601 0.42 0.52 -0.33 1.271
O -0.143 -1.549 -0.909 0.37 -0.73 -0.40 -0.456
N 1.810 -1.226 -2.044 0.25 -0.47 -0.21 -1.399
N 1.583 0.065 -1.649 0.24 0.04 0.53 1.184
C 2.401 0.968 -2.060 -0.15 -0.07 -0.23 -0.655
C 2.196 2.365 -1.784 -0.28 0.13 0.27 0.449
C 3.154 3.320 -2.139 0.09 -0.05 -0.02 -0.563
C 2.939 4.664 -1.924 0.08 0.04 -0.01 -0.725
C 1.737 5.078 -1.343 0.00 -0.09 0.00 -0.783
C 0.771 4.162 -0.992 -0.15 0.00 0.08 -0.243
C 0.971 2.784 -1.198 0.44 0.30 -0.39 0.305
O 0.045 1.929 -0.881 0.30 1.23 -0.35 0.825
H -1.271 -2.998 -0.942 -0.03 -0.03 0.04 0.147
H -0.908 -6.292 -2.005 -0.02 0.03 0.00 0.434
H 1.189 -7.165 -2.985 -0.01 0.00 0.00 0.368
H 3.116 -5.646 -3.335 0.02 0.03 0.03 0.382
H 2.922 -3.262 -2.659 -0.01 0.01 -0.01 0.417
H 3.259 0.669 -2.662 -0.08 -0.07 -0.07 0.309
H 4.086 2.981 -2.581 -0.01 -0.01 -0.03 0.405
H 3.686 5.393 -2.210 0.02 -0.02 0.02 0.378
H 1.561 6.133 -1.166 -0.03 0.00 -0.01 0.413
H -0.165 4.470 -0.543 -0.03 -0.01 -0.06 0.612
C -3.121 2.221 2.403 0.09 -0.16 -0.06 -1.045
C -2.402 3.319 2.858 -0.06 0.11 0.10 -1.604
C -1.039 3.386 2.648 0.27 -0.01 0.04 -0.646
C -0.375 2.368 1.949 -0.72 0.11 0.24 0.849
C -1.119 1.311 1.398 0.85 0.20 -0.48 2.300
C -2.474 1.234 1.668 -0.25 0.13 0.19 -0.052
C 1.078 2.332 1.814 0.26 -0.69 -0.34 0.263
C 1.909 3.306 2.408 0.39 0.32 0.20 -1.140
C 3.261 3.242 2.280 -0.28 -0.10 0.00 -1.617
C 3.844 2.142 1.617 -0.32 -0.18 -0.07 1.331
C 5.237 1.985 1.500 0.29 -0.16 -0.06 -0.838
C 5.768 0.878 0.892 0.03 0.36 0.13 -0.937
C 4.909 -0.127 0.424 -0.32 -0.16 -0.08 -1.119
C 3.549 -0.006 0.537 0.09 -0.12 0.02 -0.752
C 2.970 1.154 1.094 0.40 0.15 0.06 0.035
N 1.610 1.297 1.136 0.11 1.10 0.69 1.968
H -4.183 2.144 2.608 -0.04 0.01 -0.06 0.582
H -2.910 4.119 3.383 0.01 -0.01 0.02 0.437
H -0.495 4.241 3.034 -0.05 0.01 0.02 0.336
H -3.049 0.389 1.310 -0.07 0.03 -0.16 0.144
H 1.470 4.115 2.970 -0.07 0.00 -0.06 0.515
H 3.897 4.006 2.712 0.01 0.03 -0.01 0.395
H 5.881 2.750 1.919 -0.01 0.03 -0.04 0.428
H 6.840 0.772 0.790 0.00 -0.02 0.02 0.385
H 5.321 -1.021 -0.028 -0.01 -0.03 0.05 0.501
H 2.908 -0.823 0.244 0.04 -0.02 -0.08 0.377
F -4.933 -0.398 -0.954 0.11 -0.13 0.15 -0.571
C -5.475 0.740 -0.466 0.09 0.27 -0.23 0.532
C -6.561 0.618 0.369 -0.13 0.24 0.13 0.541
F -6.967 -0.632 0.682 0.06 -0.02 -0.05 -0.406
C -7.258 1.725 0.887 0.22 -0.03 -0.14 0.519
C -6.760 2.954 0.417 -0.12 -0.25 0.07 0.238
C -5.662 3.068 -0.409 0.20 -0.27 0.06 -0.110
F -5.261 4.303 -0.752 0.04 0.12 0.09 -0.402
C -4.928 1.967 -0.851 -0.25 -0.11 0.19 0.643
C -3.651 2.061 -1.564 0.21 -0.31 0.13 -0.326
C -2.677 1.107 -1.354 -0.14 0.16 -0.16 0.832
N -1.848 0.297 -1.192 0.05 0.01 0.47 -0.478
C -3.312 3.161 -2.376 0.01 0.13 -0.33 -0.059
N -3.050 4.048 -3.073 0.06 -0.04 0.07 -0.786
F -7.358 4.095 0.808 0.01 0.09 -0.02 -0.384
C -8.364 1.604 1.797 -0.21 0.00 0.14 0.253
C -8.855 0.371 2.277 -0.05 -0.19 -0.02 0.192
N -9.319 -0.600 2.706 0.05 0.02 0.00 -0.799
C -9.091 2.703 2.304 -0.09 0.18 -0.02 0.080
N -9.743 3.549 2.752 0.05 -0.01 0.01 -0.808
N -4.959 -4.771 5.252 0.04 0.02 0.02 -0.544
C -4.322 -4.307 4.416 -0.27 -0.18 0.29 -0.199
C -3.516 -3.776 3.364 0.44 0.33 -0.63 0.651
C -2.146 -4.042 3.329 -0.25 -0.08 0.17 -0.808
C -1.405 -3.536 2.278 0.16 -0.03 -0.11 -0.603
N -1.924 -2.819 1.288 -0.33 -0.09 0.09 0.342
C -3.234 -2.578 1.319 0.13 0.02 -0.09 -0.722
C -4.072 -3.016 2.334 -0.09 -0.16 0.26 -0.731
H -1.685 -4.641 4.103 0.04 0.04 0.00 0.493
H -0.337 -3.727 2.220 0.00 0.02 0.02 0.630
H -3.630 -2.023 0.477 -0.09 0.11 0.02 0.723
H -5.131 -2.794 2.317 0.01 0.05 -0.02 0.744
I -1.549 -0.020 8.211 0.08 -0.01 -0.21 0.024
C -0.719 -0.374 6.307 -0.10 0.03 0.22 -0.386
C -1.548 -0.429 5.201 -0.04 0.02 0.04 -0.825
C -0.987 -0.682 3.957 0.05 -0.04 -0.04 0.953
C 0.380 -0.898 3.826 -0.11 -0.02 -0.13 0.631
C 1.194 -0.831 4.951 -0.01 -0.05 -0.04 -1.060
C 0.650 -0.561 6.196 0.07 0.00 0.06 -0.602
C 1.009 -1.233 2.493 0.28 0.03 0.50 -0.195
O 2.095 -1.792 2.475 -0.15 0.06 -0.11 -0.740
O 0.342 -0.893 1.440 0.48 -1.07 0.71 0.687
H -2.614 -0.278 5.302 0.01 0.01 -0.04 0.575
H -1.619 -0.719 3.084 0.00 -0.02 -0.03 0.297
H 2.256 -1.004 4.837 -0.01 -0.01 -0.01 0.505
H 1.280 -0.508 7.073 0.01 0.00 -0.01 0.369
```
Positions in Å, forces in eV/Å.

Properties
Strongest force on any atom = 2.701 eV Å⁻¹
Multiplicity = 1
Charge = -2
ΔE to the lowest compared entry with this formula, charge and spin = 110.3 kJ/mol
LUMO = 2.856 eV

---

Entry 3:
Below is 2 unconnected molecules or ions with the total composition C3H5N3 in a non-equilibrium geometry, with properties calculated with ωB97M-V/def2-TZVPD.

Geometry as XYZ:
```
11
Properties=species:S:1:pos:R:3:forces:R:3:mulliken_charge:R:1
N 0.145 -0.021 1.978 -0.02 -0.18 0.09 -0.491
C -0.222 -0.403 0.709 0.06 -0.04 -0.09 0.442
C 0.349 0.928 0.830 0.04 0.16 -0.19 -0.301
N 0.120 1.183 -2.934 -0.39 -0.91 0.23 -0.394
C -0.311 0.164 -2.607 0.35 0.81 -0.23 0.115
N -0.650 -1.340 -0.017 0.08 0.13 0.30 -0.559
H 0.961 -0.462 2.391 -0.05 0.05 -0.07 0.254
H -0.261 1.826 0.887 0.07 -0.20 -0.06 0.218
H 1.356 1.070 0.438 -0.18 -0.04 0.07 0.237
H -0.691 -0.767 -2.219 0.07 0.19 0.00 0.262
H -0.796 -2.179 0.546 -0.04 0.02 -0.05 0.218
```
Positions in Å, forces in eV/Å.

Properties
Strongest force on any atom = 1.011 eV Å⁻¹
Multiplicity = 1
Charge = 0
SMILES = [H]/N=C1/CN1.C#N
ΔE to the lowest compared entry with this formula, charge and spin = 257.0 kJ/mol
LUMO = 0.827 eV

---

Entry 4:
Below is a gas-phase ion, C5H7N2O (charge +1) in a non-equilibrium geometry, with properties calculated with ωB97M-V/def2-TZVPD.

Geometry as XYZ:
```
15
Properties=species:S:1:pos:R:3:forces:R:3:mulliken_charge:R:1
C -0.721 1.630 0.433 -1.24 0.64 -0.14 -0.168
C -1.939 1.077 0.215 3.15 -1.34 0.67 -0.516
C -1.806 -0.358 -0.269 -0.08 0.55 -0.49 0.453
C 0.606 -0.286 -0.054 2.29 -2.35 -1.67 0.790
C 1.937 -1.018 -0.141 -0.18 0.77 5.27 -1.381
N 0.498 0.987 0.332 1.93 0.17 -0.44 -0.157
N -0.402 -1.038 -0.520 -1.86 3.83 1.93 -0.141
O -2.761 -0.951 -0.582 -1.23 -1.69 -0.49 -0.418
H -0.519 2.644 0.653 -0.54 1.02 0.54 0.423
H -2.906 1.512 0.548 0.85 -0.51 -0.87 0.383
H 1.399 1.625 0.409 -2.45 -2.23 -0.07 0.358
H 2.854 -0.515 -0.207 0.88 1.51 -0.96 0.405
H 1.863 -1.800 -0.774 -0.11 -2.32 -2.30 0.354
H 2.229 -1.522 0.903 -1.39 0.85 -1.74 0.328
H -0.333 -1.988 -0.946 -0.04 1.10 0.76 0.287
```
Positions in Å, forces in eV/Å.

Properties
Strongest force on any atom = 5.326 eV Å⁻¹
Multiplicity = 1
Charge = +1
SMILES = Cc1[nH]ccc(=O)[nH+]1
ΔE to the lowest compared entry with this formula, charge and spin = 37.3 kJ/mol
LUMO = -4.608 eV

---

> What is the LUMO in the second record?

2.856 eV